[1]
Formula: C3H6N2O2
Source: OMol25
Level of theory: the ωB97M-V functional and the def2-TZVPD basis

The calculation puts the LUMO energy (spin up / spin down) at 0.771 / 0.735 eV. As for the charge: 0. The value obtained for the calculated total energy is -10276.086 eV. The HOMO-LUMO gap (spin up / spin down) comes out at 8.5 / 8.9 eV. The value obtained for the HOMO energy (spin up / spin down) is -7.72 / -8.12 eV. Its multiplicity is 1. For the energy above the lowest of the compared OMol25 structures with the same formula, charge and spin, the calculation gives 200.9 kcal/mol.

The geometry in XYZ format:
```
13
Properties=species:S:1:pos:R:3:forces:R:3
H 1.801 -0.417 1.770 -0.15 0.05 0.39
H -2.242 -0.432 -2.188 0.48 1.30 -0.48
O 0.844 -0.537 -0.002 -0.95 -0.87 -1.14
N 0.445 0.651 -0.633 1.97 1.85 0.93
H 2.964 -0.684 0.508 -0.99 -0.38 -0.68
O -0.540 0.550 -1.435 -1.63 -1.51 -1.09
H 2.221 0.865 0.613 -0.33 -0.07 0.10
C -1.340 -0.454 -1.592 -0.69 -1.59 0.09
H -1.368 -1.377 -1.023 1.26 0.34 0.25
C -1.645 0.784 1.107 0.59 -1.26 -0.03
C 1.987 -0.199 0.727 1.50 0.66 0.91
H -0.721 1.123 1.632 -1.52 -0.02 -0.73
N -2.404 0.127 0.516 0.47 1.50 1.47
```
Forces are in eV/Å.

=====

[2]
Formula: C3H6N2O2
Source: OMol25
Level of theory: the ωB97M-V functional and the def2-TZVPD basis

The calculation puts the LUMO energy at 0.739 eV. As for the charge: 0. The value obtained for the calculated total energy is -10282.064 eV. The HOMO-LUMO gap comes out at 10.8 eV. The value obtained for the HOMO energy is -10.09 eV. Its multiplicity is 1. For the energy above the lowest of the compared OMol25 structures with the same formula, charge and spin, the calculation gives 63.0 kcal/mol.

The geometry in XYZ format:
```
13
Properties=species:S:1:pos:R:3:forces:R:3
H 0.940 -1.291 -1.567 -0.38 -0.37 -0.44
H -0.028 -2.393 -0.499 0.66 -1.30 -0.23
H -1.571 1.928 0.833 -0.75 -0.14 0.36
C 0.663 -1.578 -0.559 -1.34 1.77 -0.06
N -0.274 -0.505 -0.118 1.14 -1.15 0.76
C -0.149 0.846 -0.359 3.02 2.38 1.18
H -0.559 1.231 -1.255 0.07 0.48 -1.16
H 1.443 2.118 0.185 -0.03 -0.11 -0.01
C -0.999 -0.255 1.065 -1.65 -0.27 0.05
N -0.924 1.169 0.830 2.04 -0.98 -0.67
O -1.621 -0.937 1.837 1.07 0.73 -0.61
O 1.454 1.296 -0.322 -3.62 -0.88 -0.06
H 1.626 -1.628 -0.071 -0.21 -0.17 0.90
```
Forces are in eV/Å.

=====

[3]
Formula: C3H6N2O2
Source: OMol25
Level of theory: the ωB97M-V functional and the def2-TZVPD basis

The calculation puts the LUMO energy at 0.769 eV. As for the charge: 0. The value obtained for the calculated total energy is -10278.439 eV. The HOMO-LUMO gap comes out at 8.6 eV. The value obtained for the HOMO energy is -7.83 eV. Its multiplicity is 1. For the energy above the lowest of the compared OMol25 structures with the same formula, charge and spin, the calculation gives 146.6 kcal/mol.

The geometry in XYZ format:
```
13
Properties=species:S:1:pos:R:3:forces:R:3
H 1.394 1.935 1.572 -0.07 0.89 0.61
H 1.806 -0.367 0.557 0.75 -0.78 -0.11
C 1.064 1.626 0.618 -0.36 -0.69 -0.16
O 0.077 2.266 -0.123 0.89 1.07 2.68
O 0.599 0.322 -1.100 1.38 -1.05 0.88
C 0.078 1.586 -1.277 -1.44 0.91 -5.05
H 0.316 -1.453 -0.530 0.16 -0.78 -0.17
H 0.612 2.160 -2.122 0.21 -0.67 1.21
N -0.461 -1.875 0.002 1.65 1.27 0.50
C 1.342 0.452 0.085 -0.90 1.16 -0.75
H -0.931 1.496 -1.709 -0.01 -0.13 0.58
N -1.558 -1.834 -0.463 -1.73 -0.58 -0.16
H -0.205 -1.948 1.020 -0.51 -0.61 -0.07
```
Forces are in eV/Å.

=====

[4]
Formula: C3H6N2O2
Source: OMol25
Level of theory: the ωB97M-V functional and the def2-TZVPD basis

Its SMILES is [H]/N=C1\NOCCO1. The calculation puts the LUMO energy at 0.784 eV. As for the charge: 0. The value obtained for the calculated total energy is -10279.269 eV. The HOMO-LUMO gap comes out at 10.0 eV. The value obtained for the HOMO energy is -9.17 eV. Its multiplicity is 1. For the energy above the lowest of the compared OMol25 structures with the same formula, charge and spin, the calculation gives 127.5 kcal/mol.

The geometry in XYZ format:
```
13
Properties=species:S:1:pos:R:3:forces:R:3
H 2.564 0.173 0.522 2.33 0.16 0.92
H 0.860 -1.060 1.382 -0.19 -0.44 -2.10
C 1.002 -1.144 0.207 -0.57 0.29 2.60
H -1.212 1.825 0.312 2.42 -0.70 0.01
H 1.593 -2.042 0.067 -0.06 -0.03 -0.52
C 1.736 0.152 -0.087 -2.83 -0.25 -5.11
O -0.303 -1.296 -0.446 1.05 2.46 1.12
N -0.499 1.184 -0.138 3.05 -1.58 -0.66
N -2.212 -0.169 0.106 -4.93 -0.43 1.11
C -1.014 -0.150 -0.109 1.49 1.67 -0.34
O 1.003 1.268 0.287 -3.21 1.84 1.34
H 1.895 0.334 -1.267 0.38 -1.03 2.40
H -2.669 0.751 0.417 1.07 -1.96 -0.78
```
Forces are in eV/Å.

=====

[5]
Formula: C3H6N2O2
Source: OMol25
Level of theory: the ωB97M-V functional and the def2-TZVPD basis

The calculation puts the LUMO energy at 0.085 eV. As for the charge: 0. The value obtained for the calculated total energy is -10280.428 eV. The HOMO-LUMO gap comes out at 6.8 eV. The value obtained for the HOMO energy is -6.74 eV. Its multiplicity is 1. For the energy above the lowest of the compared OMol25 structures with the same formula, charge and spin, the calculation gives 100.8 kcal/mol.

The geometry in XYZ format:
```
13
Properties=species:S:1:pos:R:3:forces:R:3
N 0.075 -0.496 1.434 1.38 -2.48 -4.49
H 0.321 -1.521 1.146 -0.86 2.17 0.72
C 0.019 0.227 -0.012 -0.82 1.39 3.28
C 0.720 -0.427 -0.978 1.18 -1.04 -3.69
O -2.326 2.050 -0.605 -0.94 -0.61 2.33
N 1.149 0.231 -2.063 -1.15 1.15 3.95
O -1.750 2.733 -2.690 0.73 1.05 -3.16
H -0.107 1.366 0.118 0.53 -2.31 -0.27
H 0.845 -0.214 1.978 0.85 0.77 1.17
H -0.799 -0.468 1.870 -1.40 0.13 1.04
H 0.789 -1.628 -1.054 -0.27 2.22 0.89
H 1.263 -0.389 -2.776 0.73 -2.14 -2.51
C -2.047 2.387 -1.657 0.03 -0.32 0.75
```
Forces are in eV/Å.

=====

[6]
Formula: C3H6N2O2
Source: OMol25
Level of theory: the ωB97M-V functional and the def2-TZVPD basis

Its SMILES is N/C(O)=C(\N)C=O. The calculation puts the LUMO energy at 0.401 eV. As for the charge: 0. The value obtained for the calculated total energy is -10282.850 eV. The HOMO-LUMO gap comes out at 8.3 eV. The value obtained for the HOMO energy is -7.87 eV. Its multiplicity is 1. For the energy above the lowest of the compared OMol25 structures with the same formula, charge and spin, the calculation gives 44.9 kcal/mol.

The geometry in XYZ format:
```
13
Properties=species:S:1:pos:R:3:forces:R:3
H 1.969 -1.029 0.371 0.13 0.24 0.16
H 0.072 -1.564 1.407 -0.44 -0.16 -0.03
O -2.788 -0.184 -0.373 1.04 0.66 -0.07
H -1.513 -1.684 0.834 0.47 0.03 -0.11
H -1.646 1.433 -0.836 -0.09 0.01 -0.08
H 0.369 1.718 -1.442 0.21 0.11 0.47
C -1.712 0.405 -0.450 0.36 -1.39 0.68
C -0.433 -0.220 0.023 -1.55 1.60 -0.57
N -0.537 -1.491 0.593 0.21 -0.47 0.41
N 1.908 -0.017 0.469 0.37 -0.19 -0.12
O 0.882 1.698 -0.617 -0.20 0.03 -0.39
C 0.728 0.470 -0.034 -0.40 -0.25 -0.56
H 2.701 0.465 0.055 -0.11 -0.23 0.21
```
Forces are in eV/Å.

=====

[7]
Formula: C3H6N2O2
Source: OMol25
Level of theory: the ωB97M-V functional and the def2-TZVPD basis

Its SMILES is [H]/N=C(/NC=O)OC. The calculation puts the LUMO energy at 0.652 eV. As for the charge: 0. The value obtained for the calculated total energy is -10283.284 eV. The HOMO-LUMO gap comes out at 10.7 eV. The value obtained for the HOMO energy is -10.03 eV. Its multiplicity is 1. For the energy above the lowest of the compared OMol25 structures with the same formula, charge and spin, the calculation gives 34.9 kcal/mol.

The geometry in XYZ format:
```
13
Properties=species:S:1:pos:R:3:forces:R:3
H 2.478 -0.522 0.573 0.29 0.15 0.37
N 0.633 -0.145 1.348 -0.16 0.36 0.03
H -1.771 0.896 -1.711 -0.08 -0.11 0.05
H 0.440 0.586 -1.763 -0.14 -0.25 -0.01
O -1.231 -0.016 0.081 0.27 -0.01 0.32
H -2.909 -0.279 -0.979 0.10 0.06 -0.13
H -1.424 -0.861 -1.799 -0.12 0.14 0.07
C 0.112 0.109 0.074 0.31 -0.12 -0.15
N 0.894 0.384 -0.882 -0.16 0.16 0.06
C -1.863 -0.062 -1.189 -0.04 0.03 -0.15
C 2.009 -0.216 1.522 -0.14 -0.05 0.07
H 0.076 0.130 2.148 0.05 -0.16 -0.13
O 2.556 -0.004 2.577 -0.18 -0.20 -0.42
```
Forces are in eV/Å.

=====

[8]
Formula: C3H6N2O2
Source: OMol25
Level of theory: the ωB97M-V functional and the def2-TZVPD basis

Its SMILES is [H]/N=C/OCC(N)=O. The calculation puts the LUMO energy at 0.832 eV. As for the charge: 0. The value obtained for the calculated total energy is -10283.266 eV. The HOMO-LUMO gap comes out at 10.8 eV. The value obtained for the HOMO energy is -9.99 eV. Its multiplicity is 1. For the energy above the lowest of the compared OMol25 structures with the same formula, charge and spin, the calculation gives 35.3 kcal/mol.

The geometry in XYZ format:
```
13
Properties=species:S:1:pos:R:3:forces:R:3
H -0.385 -0.056 -1.232 0.04 -0.10 0.05
H 2.442 -0.414 0.014 0.55 -0.75 0.19
H -2.225 1.416 1.386 -0.03 0.03 -0.19
C -1.615 1.234 0.498 -0.06 0.18 -0.15
N 2.078 -1.353 0.116 0.05 -0.01 -0.02
N -1.679 1.804 -0.629 -0.08 -0.10 0.37
O 0.052 -2.435 0.086 0.41 0.26 0.05
C 0.157 -0.055 -0.285 0.17 0.35 -0.27
C 0.734 -1.435 0.002 -0.45 0.08 -0.08
H -2.436 2.481 -0.653 0.05 -0.03 0.07
H 2.637 -2.179 0.277 0.03 0.33 -0.06
O -0.718 0.277 0.778 -0.10 0.06 0.03
H 0.959 0.714 -0.359 -0.59 -0.32 0.02
```
Forces are in eV/Å.

=====

[9]
Formula: C3H6N2O2
Source: OMol25
Level of theory: the ωB97M-V functional and the def2-TZVPD basis

Its SMILES is C=C(N)O[C@@H]1NO1. The calculation puts the LUMO energy at 0.946 eV. As for the charge: 0. The value obtained for the calculated total energy is -10280.193 eV. The HOMO-LUMO gap comes out at 9.4 eV. The value obtained for the HOMO energy is -8.40 eV. Its multiplicity is 1. For the energy above the lowest of the compared OMol25 structures with the same formula, charge and spin, the calculation gives 106.2 kcal/mol.

The geometry in XYZ format:
```
13
Properties=species:S:1:pos:R:3:forces:R:3
H -0.568 1.226 2.365 -0.03 -0.12 -0.07
C -0.233 -0.295 0.938 -0.09 0.21 0.18
C -0.889 0.746 1.449 0.04 -0.11 0.01
H 1.250 -0.554 2.281 -0.07 -0.09 -0.07
N 0.804 -1.021 1.503 0.07 0.14 -0.04
H -1.755 1.137 0.930 0.13 -0.04 0.08
O 0.302 1.085 -1.300 -0.05 0.23 0.07
H 1.471 -1.358 0.821 -0.07 0.05 0.04
N 0.931 -0.094 -1.941 0.12 -0.14 -0.22
C -0.386 -0.094 -1.396 -0.22 -0.05 -0.18
H 0.864 0.104 -2.945 0.03 -0.07 0.11
O -0.627 -0.845 -0.272 0.00 0.01 0.06
H -1.251 -0.111 -2.059 0.13 -0.02 0.03
```
Forces are in eV/Å.

=====

[10]
Formula: C3H6N2O2
Source: OMol25
Level of theory: the ωB97M-V functional and the def2-TZVPD basis

The calculation puts the LUMO energy (spin up / spin down) at 0.969 / -2.776 eV. As for the charge: 0. The value obtained for the calculated total energy is -10274.020 eV. The HOMO-LUMO gap (spin up / spin down) comes out at 7.7 / 7.3 eV. The value obtained for the HOMO energy (spin up / spin down) is -6.68 / -10.07 eV. Its expectation value of S² is 2.01. Its multiplicity is 3. For the energy above the lowest of the compared OMol25 structures with the same formula, charge and spin, the calculation gives 131.6 kcal/mol.

The geometry in XYZ format:
```
13
Properties=species:S:1:pos:R:3:forces:R:3
H -1.334 -1.292 -0.130 -1.30 -0.16 -0.92
H -0.638 -1.387 1.362 0.38 -1.84 2.14
C 0.562 -0.464 -0.018 -1.52 2.50 -0.27
N 3.134 -0.056 0.128 4.81 -2.37 2.43
H 1.011 -1.274 -0.550 0.06 -0.61 0.01
O 3.974 0.603 0.605 1.81 1.73 -0.34
N 1.476 0.395 0.672 -5.64 1.89 -0.72
O 3.110 -0.867 -0.717 0.43 -1.13 -2.87
H -1.359 0.167 1.129 1.27 -1.78 -1.90
H 0.126 1.818 -0.479 1.55 -2.11 -0.43
H 1.577 0.868 -1.518 -1.11 0.67 1.60
C -0.793 -0.740 0.583 -0.28 3.02 0.83
C 0.866 0.908 -0.609 -0.44 0.18 0.45
```
Forces are in eV/Å.

=====

[11]
Formula: C3H6N2O2S
Source: OMol25
Level of theory: the ωB97M-V functional and the def2-TZVPD basis

Its SMILES is [H]/N=C(/COC=S)NO. The calculation puts the LUMO energy at 0.097 eV. As for the charge: 0. The value obtained for the calculated total energy is -21114.375 eV. The HOMO-LUMO gap comes out at 9.4 eV. The value obtained for the HOMO energy is -9.32 eV. Its multiplicity is 1. For the energy above the lowest of the compared OMol25 structures with the same formula, charge and spin, the calculation gives 126.2 kcal/mol.

The geometry in XYZ format:
```
14
Properties=species:S:1:pos:R:3:forces:R:3
H 0.193 2.510 -0.145 0.63 -0.99 -0.44
H 0.480 -1.401 -0.102 -1.45 -0.30 -0.86
N 1.034 -0.828 0.478 3.35 2.62 -1.52
H -0.239 1.188 -1.444 0.02 0.68 2.46
C 0.086 1.418 -0.318 -2.51 0.22 -1.70
S -2.116 -0.937 -0.467 -0.29 0.64 0.08
H -3.057 0.594 1.235 2.67 -0.04 -1.87
O -1.083 1.217 0.664 0.37 0.14 -0.73
H 2.587 -1.637 1.064 1.32 -0.91 3.21
N 2.541 0.993 -0.441 -8.02 1.72 0.40
O 2.344 -1.466 0.207 -2.12 0.49 -2.01
H 3.235 0.341 -0.359 1.67 -2.53 0.41
C -2.113 0.392 0.486 -0.78 -0.63 1.18
C 1.284 0.561 -0.169 5.14 -1.10 1.38
```
Forces are in eV/Å.

=====

[12]
Formula: C3H6N2O3
Source: OMol25
Level of theory: the ωB97M-V functional and the def2-TZVPD basis

Its SMILES is O=CCON/C=N\O. The calculation puts the LUMO energy at -0.015 eV. As for the charge: 0. The value obtained for the calculated total energy is -12325.457 eV. The HOMO-LUMO gap comes out at 9.1 eV. The value obtained for the HOMO energy is -9.10 eV. Its multiplicity is 1. For the energy above the lowest of the compared OMol25 structures with the same formula, charge and spin, the calculation gives 156.1 kcal/mol.

The geometry in XYZ format:
```
14
Properties=species:S:1:pos:R:3:forces:R:3
O 0.348 -1.900 0.334 -0.42 -1.51 0.14
O -0.886 0.588 0.350 0.47 0.80 0.10
H 1.984 2.646 0.520 -0.30 -2.44 0.17
H 0.814 -1.085 0.345 0.48 2.03 -0.11
O 1.963 0.442 0.930 -1.49 5.22 -1.80
C 1.458 1.576 0.619 0.75 -2.87 1.85
N -0.901 0.278 -1.074 -0.30 0.23 -0.54
C -1.200 -1.108 -1.225 0.12 1.11 1.10
H -0.420 2.371 1.503 0.71 -1.63 -1.48
H -0.361 2.465 -0.306 0.97 -0.80 1.30
H -2.060 -1.468 -1.795 0.33 0.57 -0.17
N -0.652 -2.006 -0.552 -0.13 -2.43 -0.11
H -1.671 0.795 -1.535 0.48 0.02 0.79
C -0.061 1.754 0.563 -1.68 1.69 -1.25
```
Forces are in eV/Å.